DFT (ωB97M-V/def2-TZVPD) results for a cluster of 12 separate species, C10H46N2O12 in total in a non-equilibrium geometry.

As for the HOMO-LUMO gap: 8.9 eV. For the LUMO energy, the calculation gives -0.1 eV. Its energy above the lowest of the compared OMol25 structures with the same formula, charge and spin is 403.2 kJ/mol. Its HOMO energy is -8.975 eV.

Last columns: bonded neighbours and bond lengths (Å).
Atoms and positions in Å:
1 C 1.524 10.440 -1.345  O2 1.487, H7 1.090, H8 1.090, H9 1.090
2 O 1.256 9.724 -0.070  C1 1.487, C3 1.412
3 C 1.306 8.314 -0.134  O2 1.412, C4 1.513, H10 1.090, H11 1.090
4 C 2.031 7.786 1.085  C3 1.513, C5 1.563, N6 1.459, H12 1.090
5 C 3.585 7.948 1.035  C4 1.563, H13 1.090, H14 1.090, H15 1.090
6 N 1.759 6.367 1.289  C4 1.459, H16 1.010, H17 1.010
7 H 1.592 11.506 -1.128  C1 1.090
8 H 0.820 10.216 -2.146  C1 1.090
9 H 2.528 10.156 -1.661  C1 1.090
10 H 0.260 8.041 -0.277  C3 1.090
11 H 1.987 8.100 -0.957  C3 1.090
12 H 1.619 8.227 1.993  C4 1.090
13 H 3.969 7.333 0.221  C5 1.090
14 H 3.921 7.455 1.948  C5 1.090
15 H 4.067 8.924 0.982  C5 1.090
16 H 1.427 5.866 0.477  N6 1.010
17 H 2.682 6.061 1.563  N6 1.010
18 C 2.010 -5.132 1.516  O19 1.399, H24 1.090, H25 1.090, H26 1.090
19 O 1.613 -5.210 2.855  C18 1.399, C20 1.387
20 C 0.811 -6.314 3.105  O19 1.387, C21 1.589, H27 1.090, H28 1.090
21 C 1.560 -7.451 3.924  C20 1.589, C22 1.545, N23 1.495, H29 1.090
22 C 2.889 -7.957 3.321  C21 1.545, H30 1.090, H31 1.090, H32 1.090
23 N 0.742 -8.701 3.875  C21 1.495, H33 1.010, H34 1.010
24 H 2.752 -4.374 1.261  C18 1.090
25 H 1.196 -4.687 0.943  C18 1.090
26 H 2.311 -6.108 1.137  C18 1.090
27 H -0.009 -5.834 3.640  C20 1.090
28 H 0.322 -6.680 2.203  C20 1.090
29 H 1.821 -7.220 4.957  C21 1.090
30 H 3.574 -7.112 3.402  C22 1.090
31 H 2.814 -8.253 2.275  C22 1.090
32 H 3.257 -8.859 3.810  C22 1.090
33 H 0.830 -9.166 2.982  N23 1.010
34 H 1.135 -9.390 4.500  N23 1.010
35 C 3.553 1.289 -2.702  O36 1.384, H37 1.090, H38 1.090, H39 1.090
36 O 2.887 2.383 -2.179  C35 1.384, H40 0.960
37 H 3.596 1.336 -3.790  C35 1.090
38 H 4.471 1.113 -2.141  C35 1.090
39 H 2.918 0.425 -2.503  C35 1.090
40 H 2.302 2.775 -2.831  O36 0.960
41 C -1.563 -0.644 -1.704  O42 1.465, H43 1.090, H44 1.090, H45 1.090
42 O -0.942 -0.933 -2.999  C41 1.465, H46 0.960
43 H -2.552 -0.336 -2.043  C41 1.090
44 H -1.692 -1.529 -1.081  C41 1.090
45 H -1.066 0.240 -1.304  C41 1.090
46 H -0.855 -0.081 -3.432  O42 0.960
47 O -0.712 -0.613 3.771  H48 0.957, H49 0.957
48 H -0.251 -1.391 3.456  O47 0.957
49 H -1.517 -0.953 4.161  O47 0.957
50 O -1.013 3.185 -4.669  H51 0.957, H52 0.957
51 H -1.216 3.800 -5.374  O50 0.957
52 H -1.862 2.986 -4.272  O50 0.957
53 O 0.782 -5.609 -3.287  H54 0.957, H55 0.957
54 H 0.493 -4.738 -3.016  O53 0.957
55 H 0.141 -6.206 -2.900  O53 0.957
56 O -3.970 -3.495 -5.034  H57 0.957, H58 0.957
57 H -4.705 -3.370 -5.634  O56 0.957
58 H -3.458 -2.690 -5.111  O56 0.957
59 O -6.171 1.869 2.111  H60 0.957, H61 0.957
60 H -5.662 1.095 1.871  O59 0.957
61 H -7.063 1.542 2.233  O59 0.957
62 O -3.094 -6.020 -1.626  H63 0.957, H64 0.957
63 H -3.498 -5.347 -2.174  O62 0.957
64 H -3.705 -6.135 -0.898  O62 0.957
65 O -4.312 3.394 -1.625  H66 0.957, H67 0.957
66 H -4.580 3.209 -0.725  O65 0.957
67 H -4.630 4.281 -1.792  O65 0.957
68 O -5.666 -2.559 2.213  H69 0.957, H70 0.957
69 H -5.227 -3.162 1.612  O68 0.957
70 H -6.119 -3.128 2.835  O68 0.957

natural (NBO) atomic charge list, values in e, 5 entries: C -0.253; O -0.562; C -0.072; C -0.066; C -0.630